ORCA calculation (ωB97M-V with the def2-TZVPD basis set) on a molecular structure, C35H43BrFIN7PReS.

Structure (XYZ):
```
91
Properties=species:S:1:pos:R:3:forces:R:3:mulliken_charge:R:1
Re -0.5883 -0.1605 0.5185 -0.3 0.2 0.2 0.81
C 2.6770 1.4169 3.0734 0.0 0.0 0.0 -1.13
C 3.8395 1.1750 2.3436 0.0 0.0 0.0 -0.48
C 3.7479 0.4706 1.1665 0.0 0.0 0.0 -0.57
C 2.5088 -0.0062 0.7276 0.0 0.1 0.0 0.32
N 1.3721 0.3110 1.3932 0.0 -0.1 -0.1 -0.18
C 1.4811 0.9887 2.5572 0.0 0.0 0.0 -0.22
N 2.5711 -0.8615 -0.3634 0.0 0.0 0.0 -0.32
C 1.6494 -1.6925 -0.6333 0.0 -0.1 0.1 -0.08
N 0.3692 -1.7382 -0.0447 0.1 0.1 0.0 0.59
C -0.2053 -2.9816 -0.2991 -0.1 0.0 0.1 -0.54
N -1.1836 -3.4674 0.3641 0.0 0.0 0.0 -0.27
C -1.6324 -2.8849 1.5420 0.0 0.0 0.0 0.23
C -2.3091 -3.7629 2.3954 0.0 0.0 0.0 -0.68
C -2.7308 -3.3474 3.6348 0.0 0.0 0.0 -0.44
C -2.4792 -2.0304 4.0156 0.0 0.0 0.0 -0.87
C -1.8474 -1.1987 3.1311 0.0 0.0 0.0 -0.22
N -1.4299 -1.5865 1.8987 0.0 0.1 -0.1 0.17
C 0.5856 -3.6235 -1.3534 0.0 0.0 0.0 0.72
C 0.3892 -4.8015 -2.0495 0.0 0.0 0.0 -0.38
C 1.3648 -5.1612 -2.9722 0.0 0.0 0.0 -0.71
C 2.5055 -4.3818 -3.1629 0.0 0.0 0.0 -0.75
C 2.7139 -3.2121 -2.4405 -0.1 0.0 0.0 -0.23
C 1.7276 -2.8407 -1.5480 -0.1 0.0 -0.1 0.21
H 2.6977 1.9404 4.0180 0.0 0.0 0.0 0.53
H 4.7996 1.5218 2.7018 0.0 0.0 0.0 0.47
H 4.6132 0.2236 0.5691 0.0 0.0 0.0 0.59
H 0.5506 1.1918 3.0705 0.0 0.0 0.0 0.60
H -2.4573 -4.7728 2.0430 0.0 0.0 0.0 0.58
H -3.2419 -4.0300 4.3001 0.0 0.0 0.0 0.48
H -2.7827 -1.6492 4.9797 0.0 0.0 0.0 0.49
H -1.6660 -0.1647 3.3847 0.0 0.0 0.0 0.34
H -0.4839 -5.4167 -1.8788 0.0 0.0 0.0 0.59
H 1.2464 -6.0707 -3.5455 0.0 0.0 0.0 0.45
H 3.2460 -4.7004 -3.8844 0.0 0.0 0.0 0.47
H 3.5996 -2.6086 -2.5776 0.0 0.0 0.0 0.67
C -5.3052 -1.3867 -0.8598 0.0 0.0 0.0 -1.40
C -3.9872 -1.3570 -0.0848 0.0 0.0 0.0 -0.55
P -2.6215 -0.4422 -0.8860 0.0 0.0 0.0 0.83
C -2.2607 -1.3784 -2.4157 -0.1 0.0 0.0 -0.78
C -1.0706 -0.9043 -3.2508 0.0 0.0 0.0 -0.87
C -3.4185 1.1253 -1.3942 0.0 0.0 0.0 -0.56
C -2.5464 2.2622 -1.9228 0.0 0.0 0.0 -0.77
H -6.0364 -1.9712 -0.3028 0.0 0.0 0.0 0.44
H -5.1909 -1.8559 -1.8368 0.0 0.0 0.0 0.34
H -5.7245 -0.3924 -1.0006 0.0 0.0 0.0 0.35
H -3.6348 -2.3774 0.0765 0.0 0.0 0.0 0.24
H -4.1301 -0.9077 0.9026 0.0 0.0 0.0 0.41
H -3.1759 -1.3540 -3.0137 0.0 0.0 0.0 0.66
H -2.1254 -2.4193 -2.1091 0.0 0.0 0.0 0.41
H -1.1957 0.1165 -3.6048 0.0 0.0 0.0 0.24
H -0.9688 -1.5446 -4.1268 0.0 0.0 0.0 0.47
H -0.1298 -0.9431 -2.7012 0.0 0.0 0.0 -0.13
H -3.9800 1.4648 -0.5189 0.0 0.0 0.0 0.52
H -4.1561 0.8341 -2.1462 0.0 0.0 0.0 0.65
H -1.8876 2.6509 -1.1475 -0.1 0.0 0.0 -0.11
H -3.1904 3.0767 -2.2534 0.0 0.0 0.0 0.49
H -1.9326 1.9606 -2.7674 0.0 0.0 0.0 0.23
C -3.0626 4.6684 3.2090 0.0 0.0 0.0 -1.03
C -1.7303 4.0582 3.6081 0.0 0.0 0.0 -0.57
N -0.7618 4.0549 2.5018 0.0 0.0 0.0 -0.05
C -0.6493 3.1318 1.5578 0.1 0.0 0.0 0.47
S -1.6810 1.7090 1.6281 0.0 -0.2 -0.1 -0.51
N 0.1790 3.2976 0.5412 -0.1 0.0 0.1 0.47
C 1.0136 4.4781 0.3020 0.0 0.0 0.0 -1.10
C 2.3338 4.4384 1.0561 0.0 0.0 0.0 -0.78
H -3.7329 4.6856 4.0674 0.0 0.0 0.0 0.38
H -3.5356 4.0884 2.4162 0.0 0.0 0.0 0.26
H -2.9360 5.6942 2.8621 0.0 0.0 0.0 0.35
H -1.8509 3.0330 3.9510 0.0 0.0 0.0 0.31
H -1.2686 4.6203 4.4181 0.0 0.0 0.0 0.46
H -0.2333 4.9053 2.3739 0.0 0.0 0.0 0.23
H 0.1935 2.5577 -0.1535 0.0 0.0 0.1 -0.16
H 0.4339 5.3748 0.5360 0.0 0.0 0.0 0.53
H 1.1959 4.5048 -0.7709 0.0 0.0 0.0 0.49
H 2.1925 4.3826 2.1367 0.0 0.0 0.0 0.28
H 2.9086 5.3374 0.8370 0.0 0.0 0.0 0.46
H 2.9192 3.5732 0.7415 0.0 0.0 0.0 0.10
F -0.0886 0.9951 -0.9336 0.1 -0.1 -0.1 -0.77
Br 2.8062 -0.5371 -5.1398 0.0 0.0 0.0 -0.15
C 4.0200 0.9106 -5.0077 0.0 0.0 0.0 0.22
C 5.1028 0.9252 -5.8763 0.0 0.0 0.0 -0.49
C 6.0095 1.9704 -5.8331 0.0 0.0 0.0 -0.55
C 5.8355 3.0062 -4.9276 0.0 0.0 0.0 -0.65
C 4.7511 2.9985 -4.0662 0.0 0.0 0.0 -0.64
C 3.8426 1.9480 -4.1000 0.0 0.0 -0.1 0.50
I 2.2106 1.9864 -2.8004 0.0 0.0 0.0 0.10
H 5.2242 0.1201 -6.5874 0.0 0.0 0.0 0.41
H 6.8482 1.9764 -6.5158 0.0 0.0 0.0 0.38
H 6.5389 3.8270 -4.8946 0.0 0.0 0.0 0.38
H 4.6060 3.8108 -3.3677 0.0 0.0 0.0 0.38
```
Positions in Å, forces in eV/Å.

Kohn-Sham gap (alpha / beta)	5.66 / 6.16	eV
energy relative to the best compared isomer or geometry (same formula, charge and spin)	11.60	kcal per mole
2S+1	2
charge	+2

ORCA calculation (ωB97M-V with the def2-TZVPD basis set) on a molecular structure, C35H43ClN2RhSi2 in a non-equilibrium geometry.

Structure (XYZ):
```
84
Properties=species:S:1:pos:R:3:forces:R:3:mulliken_charge:R:1
C -1.7790 -0.3235 4.7219 -1.1 0.4 0.6 -0.56
C -2.3246 0.2485 3.5338 -1.0 -0.7 0.2 -0.88
C -2.2600 -0.7649 2.5016 -1.8 -0.5 0.1 -0.42
H -2.7519 1.2433 3.4202 0.0 -0.4 0.1 0.60
C -1.5545 -1.8960 3.0325 -1.9 -1.3 1.2 -1.29
C -1.2880 -1.6243 4.4135 -0.6 -0.9 -0.7 0.09
H -0.8214 -2.3289 5.0948 0.0 0.3 -0.2 0.53
H -1.7801 0.1387 5.7079 0.2 -0.1 -0.4 0.55
H -2.6981 -0.7150 1.5098 0.1 -0.1 0.3 1.12
H -1.3140 -2.8053 2.4954 -0.2 0.1 0.2 0.63
Rh -0.3179 -0.2243 2.8998 4.9 2.2 0.2 -0.09
Si -0.0116 -0.3215 0.5538 -0.2 -0.3 -2.6 -0.11
C -0.8916 1.1688 -0.2149 0.2 -0.1 0.2 1.00
C -0.1652 1.8856 -1.1826 -0.2 0.2 0.2 -0.57
H 0.8072 1.5170 -1.5062 -0.2 0.2 0.1 0.03
C -0.6734 3.0684 -1.7220 -0.1 0.0 0.0 -0.59
H -0.0903 3.6157 -2.4672 -0.2 -0.2 0.3 0.50
C -1.9251 3.5399 -1.3165 0.1 -0.1 0.1 -0.70
H -2.3129 4.4723 -1.7261 0.1 -0.2 0.1 0.44
C -2.6713 2.8181 -0.3810 0.1 -0.2 0.1 -0.86
H -3.6540 3.1709 -0.0581 0.3 -0.1 -0.2 0.42
C -2.1586 1.6382 0.1691 0.0 0.5 -0.3 0.11
H -2.7576 1.1106 0.9105 0.2 0.2 -0.2 0.22
C -0.7335 -1.9210 -0.1274 0.3 0.2 0.1 1.18
C -1.8320 -1.9076 -0.9983 -0.2 -0.4 0.0 -0.16
H -2.2852 -0.9572 -1.2985 0.1 -0.3 0.1 0.38
C -2.3399 -3.1068 -1.5124 0.2 0.0 0.1 -0.66
H -3.2033 -3.0856 -2.1783 0.3 0.0 0.1 0.42
C -1.7358 -4.3253 -1.1785 -0.1 0.3 0.2 -0.56
H -2.1200 -5.2569 -1.5957 0.1 0.3 0.1 0.41
C -0.6448 -4.3479 -0.3023 0.1 0.2 0.0 -0.62
H -0.1811 -5.2957 -0.0211 -0.1 0.3 -0.2 0.45
C -0.1390 -3.1496 0.2135 -0.3 -0.3 -0.3 -0.81
H 0.7347 -3.1692 0.8719 -0.3 0.0 -0.1 0.44
H 1.4245 -0.2998 0.1556 0.1 0.1 0.1 -0.29
Si 2.3254 0.2253 -4.7215 -0.1 -0.2 -0.8 0.32
C 1.5820 -1.4216 -5.1452 0.1 -0.3 0.1 0.50
C 0.6354 -1.5334 -6.1765 -0.1 -0.3 0.1 -0.11
H 0.3543 -0.6529 -6.7635 0.0 -0.3 0.3 0.37
C 0.0347 -2.7688 -6.4495 0.2 0.0 0.1 -0.65
H -0.7144 -2.8411 -7.2397 0.2 0.0 0.2 0.39
C 0.3932 -3.9032 -5.7118 0.1 0.3 0.1 -0.49
H -0.0787 -4.8656 -5.9216 0.1 0.3 0.1 0.40
C 1.3683 -3.8031 -4.7118 0.0 0.2 -0.1 -0.56
H 1.6691 -4.6870 -4.1470 -0.1 0.2 -0.2 0.40
C 1.9695 -2.5702 -4.4378 -0.4 -0.3 -0.2 -0.49
H 2.7408 -2.5048 -3.6665 -0.3 0.0 -0.2 0.30
C 1.1333 1.5499 -5.2478 0.2 0.2 0.0 0.33
C -0.1718 1.5861 -4.7437 -0.2 0.4 -0.1 -0.12
H -0.5171 0.8181 -4.0450 0.1 0.2 -0.2 0.59
C -1.0411 2.6171 -5.1191 0.1 -0.1 0.0 -0.83
H -2.0448 2.6541 -4.6894 0.3 0.0 -0.2 0.41
C -0.6240 3.5978 -6.0257 0.3 -0.2 0.1 -0.44
H -1.3031 4.4073 -6.3041 0.2 -0.3 0.0 0.40
C 0.6661 3.5352 -6.5697 -0.1 0.0 0.0 -0.54
H 0.9878 4.2879 -7.2931 -0.1 -0.2 0.2 0.38
C 1.5416 2.5153 -6.1827 -0.3 0.1 0.1 -0.42
H 2.5500 2.4574 -6.6044 -0.3 0.1 0.1 0.33
H 3.6373 0.4180 -5.3825 -0.1 0.1 0.1 -0.22
Cl 2.6932 0.2525 -2.6899 0.1 0.0 0.2 -0.25
C 1.8458 -1.2328 4.8639 -0.2 0.2 0.4 -1.10
N 1.0312 -0.4226 5.7632 -0.1 -0.1 -0.3 0.28
C 0.7243 -1.0643 7.0350 0.1 0.2 0.2 -1.23
C 1.4305 0.9747 5.8960 -0.2 -0.3 0.1 -1.19
C 0.7105 1.9446 4.9622 0.1 0.2 -0.2 -0.83
N 0.7855 1.6224 3.5082 0.4 0.6 0.6 1.01
C 0.0847 2.7139 2.7877 0.2 -0.1 -0.1 -1.19
C 2.1975 1.5368 3.0574 -0.2 0.3 0.1 -0.71
H 1.7685 -2.2774 5.1875 0.1 0.2 -0.3 0.41
H 2.9026 -0.9180 4.8809 -0.2 -0.3 -0.1 0.41
H 1.4578 -1.1597 3.8136 0.6 -0.2 0.4 0.36
H 1.5890 -1.0431 7.7257 -0.3 -0.1 -0.1 0.37
H -0.1128 -0.5278 7.5152 0.3 -0.3 -0.1 0.38
H 0.4289 -2.1093 6.8656 0.1 0.3 0.2 0.45
H 1.1553 1.2707 6.9196 0.4 0.2 -0.3 0.53
H 2.5184 1.0636 5.7591 -0.1 0.1 0.3 0.33
H -0.3529 1.9960 5.2358 0.3 0.0 -0.1 0.35
H 1.1458 2.9508 5.1020 -0.1 -0.2 0.1 0.47
H 0.4949 3.6882 3.0928 -0.1 -0.2 -0.1 0.45
H 0.1885 2.5949 1.7011 0.0 0.0 0.3 0.25
H -0.9730 2.6708 3.0503 0.1 0.1 -0.1 0.28
H 2.7526 0.8648 3.7150 -0.1 0.2 -0.3 0.28
H 2.6611 2.5351 3.1003 0.0 -0.2 -0.1 0.36
H 2.2276 1.1476 2.0330 0.0 0.2 0.2 -0.03
```
Positions in Å, forces in eV/Å.

Kohn-Sham gap (alpha / beta)	6.85 / 5.30	eV
energy relative to the best compared isomer or geometry (same formula, charge and spin)	0.00	kcal per mole
2S+1	5
charge	+1

Electronic energy: -150529.863 -71249.447 (eV)